The following is a quantum chemistry calculation of a structure of composition C4H6O2, from the Open Molecules 2025 dataset.

Geometry as ORCA input:
```
! wB97M-V def2-TZVPD RIJCOSX def2/J DEFGRID3
* xyz 0 1
C -0.191 -1.371 -0.526
O 0.749 -0.616 -1.207
C 0.915 0.332 -0.243
C -0.737 1.223 -0.063
O -0.813 0.630 1.204
C 0.306 -0.116 1.029
H 0.199 -2.285 -0.148
H -1.040 -1.599 -1.160
H 1.950 0.723 -0.276
H -0.526 2.271 0.025
H -1.665 1.078 -0.610
H 0.854 -0.272 1.976
*
```

## Properties
ΔE to the lowest compared entry with this formula, charge and spin   619.0 kJ/mol
Orbital gap   8.93 eV
Largest force on an atom   0.0598 hartree/bohr
HOMO level   -0.2971 hartree
E   -8334.0457 eV
LUMO level   0.85 eV

***

The following is a quantum chemistry calculation of an isolated molecule of C4H6O2, from the Open Molecules 2025 dataset.

Geometry as ORCA input:
```
! wB97M-V def2-TZVPD RIJCOSX def2/J DEFGRID3
* xyz 0 1
C -1.541 -0.018 0.926
C -0.118 -0.558 0.768
C 0.489 0.007 -0.495
O -0.083 0.020 -1.563
C 1.904 0.563 -0.454
O 2.828 -0.124 -0.093
H -1.535 1.077 0.956
H -2.156 -0.319 0.074
H -2.008 -0.375 1.848
H -0.123 -1.653 0.688
H 0.506 -0.305 1.630
H 2.043 1.599 -0.816
*
```

## Properties
ΔE to the lowest compared entry with this formula, charge and spin   107.8 kJ/mol
Orbital gap   9.71 eV
Largest force on an atom   0.0124 hartree/bohr
HOMO level   -0.3579 hartree
E   -8339.3437 eV
SMILES   CCC(=O)C=O
LUMO level   -0.03 eV

***

The following is a quantum chemistry calculation of a structure of composition C4H6O2Rh, from the Open Molecules 2025 dataset.

Geometry as ORCA input:
```
! wB97M-V def2-TZVPD RIJCOSX def2/J DEFGRID3
* xyz 1 5
H 2.944 2.144 -2.726
O 3.355 0.689 -0.193
C 2.043 0.914 -0.484
C 1.132 -0.020 -0.783
C -0.290 0.455 -1.004
C -1.253 -0.635 -1.292
O -0.929 -1.821 -1.384
Rh 1.065 -2.015 -1.061
H 3.552 -0.248 -0.308
H 1.812 1.978 -0.345
H -0.391 1.159 -1.859
H -0.726 1.022 -0.158
H -2.313 -0.366 -1.445
*
```

## Properties
ΔE to the lowest compared entry with this formula, charge and spin   6.1 kJ/mol
Orbital gap (alpha / beta)   8.58 / 7.11 eV
Largest force on an atom   0.0745 hartree/bohr
HOMO level (alpha / beta)   -0.4723 / -0.5172 hartree
Expectation value of S²   6.0215
E   -11334.0191 eV
LUMO level (alpha / beta)   -4.27 / -6.97 eV

***

The following is a quantum chemistry calculation of an isolated molecule of C4H6O2S, from the Open Molecules 2025 dataset.

Geometry as ORCA input:
```
! wB97M-V def2-TZVPD RIJCOSX def2/J DEFGRID3
* xyz 0 1
C -1.129 -0.023 -0.660
C -0.143 -0.695 0.243
C 1.874 -0.028 -0.200
C -0.151 0.802 0.195
H -2.674 -0.176 1.073
H -1.025 -0.016 -1.758
H -0.480 -1.228 1.132
H 2.342 -0.078 0.812
H 2.687 0.028 -0.909
H -0.572 1.403 1.005
O 1.041 -1.152 -0.352
O 1.060 1.157 -0.337
S -2.829 0.006 -0.244
*
```

## Properties
ΔE to the lowest compared entry with this formula, charge and spin   201.2 kJ/mol
Orbital gap   9.66 eV
Largest force on an atom   0.0290 hartree/bohr
HOMO level   -0.3236 hartree
E   -19173.2214 eV
SMILES   S[C@@H]1[C@H]2OCO[C@@H]12
LUMO level   0.85 eV

***

The following is a quantum chemistry calculation of a cluster of 2 separate species, C4H6O2S in total, from the Open Molecules 2025 dataset.

Geometry as ORCA input:
```
! wB97M-V def2-TZVPD RIJCOSX def2/J DEFGRID3
* xyz 0 1
C 1.437 -0.206 -0.492
C 1.252 0.391 0.656
C 0.765 -0.973 -1.540
C -0.690 1.302 1.576
O 3.789 1.131 -0.090
O 3.510 -0.786 1.390
S 2.918 0.101 0.429
H 0.617 -0.396 -2.461
H -0.202 -1.449 -1.164
H 1.425 -1.825 -1.815
H -1.162 0.380 1.416
H -0.509 2.006 0.819
H -0.145 1.372 2.536
*
```

## Properties
ΔE to the lowest compared entry with this formula, charge and spin   620.5 kJ/mol
Orbital gap (alpha / beta)   8.02 / 8.02 eV
Largest force on an atom   0.1060 hartree/bohr
HOMO level (alpha / beta)   -0.3312 / -0.3312 hartree
E   -19168.8752 eV
LUMO level (alpha / beta)   -0.99 / -0.99 eV

***

The following is a quantum chemistry calculation of an isolated molecule of C4H6O2S, from the Open Molecules 2025 dataset.

Geometry as ORCA input:
```
! wB97M-V def2-TZVPD RIJCOSX def2/J DEFGRID3
* xyz 0 1
C -0.099 -1.247 -0.119
C 1.145 -0.684 -0.155
C 1.258 0.634 0.014
C 0.031 1.344 0.049
H -0.454 -2.062 0.534
H -0.374 -1.690 -1.141
H 1.872 -1.504 0.077
H 2.234 1.077 0.276
H -0.173 2.021 -0.828
H -0.060 2.003 0.999
O -2.233 0.198 -1.089
O -1.822 -0.144 1.369
S -1.325 0.055 0.014
*
```

## Properties
ΔE to the lowest compared entry with this formula, charge and spin   208.7 kJ/mol
Orbital gap   10.74 eV
Largest force on an atom   0.1555 hartree/bohr
HOMO level   -0.3655 hartree
E   -19173.1433 eV
SMILES   O=S1(=O)CC=CC1
LUMO level   0.79 eV

***

The following is a quantum chemistry calculation of an isolated molecule of C4H6O2S, from the Open Molecules 2025 dataset.

Geometry as ORCA input:
```
! wB97M-V def2-TZVPD RIJCOSX def2/J DEFGRID3
* xyz 0 1
C 0.186 -0.336 -1.624
C 0.410 -1.132 0.645
C -0.559 0.036 0.839
C 0.026 1.337 0.914
H -0.892 -0.623 -1.694
H 0.932 -0.576 -2.481
H 0.340 0.627 -1.260
H -1.127 -0.267 1.784
H -1.387 0.278 0.078
H -0.597 1.945 1.557
O 0.750 -1.162 -0.609
O 0.866 1.850 0.046
S 1.052 -1.977 1.805
*
```

## Properties
ΔE to the lowest compared entry with this formula, charge and spin   263.7 kJ/mol
Orbital gap   9.02 eV
Largest force on an atom   0.1313 hartree/bohr
HOMO level   -0.3331 hartree
E   -19172.5733 eV
SMILES   COC(=S)CC=O
LUMO level   -0.04 eV

***

The following is a quantum chemistry calculation of an isolated molecule of C4H6O2S2, from the Open Molecules 2025 dataset.

Geometry as ORCA input:
```
! wB97M-V def2-TZVPD RIJCOSX def2/J DEFGRID3
* xyz 0 1
C -0.218 1.009 0.474
C -0.994 0.004 -0.314
C 0.041 -0.498 0.618
C 1.338 -1.115 0.159
H 2.178 1.538 0.138
H -0.664 1.442 1.344
H -0.765 -0.091 -1.363
H -3.171 0.836 -0.414
H -0.358 -1.015 1.518
H 0.264 -2.224 -1.067
O 1.213 -2.136 -0.736
O 2.408 -0.836 0.591
S 1.010 2.023 -0.342
S -2.726 -0.343 0.053
*
```

## Properties
ΔE to the lowest compared entry with this formula, charge and spin   141.8 kJ/mol
Orbital gap   9.98 eV
Largest force on an atom   0.0380 hartree/bohr
HOMO level   -0.3510 hartree
E   -30009.9122 eV
SMILES   O=C(O)C1[C@@H](S)[C@@H]1S
LUMO level   0.43 eV

***

The following is a quantum chemistry calculation of an isolated molecule of C4H6O2S2, from the Open Molecules 2025 dataset.

Geometry as ORCA input:
```
! wB97M-V def2-TZVPD RIJCOSX def2/J DEFGRID3
* xyz 0 1
C 0.344 -0.006 0.763
C -1.102 -0.097 0.891
C 2.320 0.127 -0.708
C 0.874 0.166 -0.441
O -3.287 1.420 0.436
O -3.070 -1.727 -0.050
S -2.007 1.107 -0.178
S -1.814 -1.145 -0.499
H 0.966 -0.118 1.637
H -1.545 -0.224 1.871
H 2.921 0.261 0.182
H 2.612 0.837 -1.478
H 0.236 0.264 -1.310
H 2.552 -0.866 -1.116
*
```

## Properties
ΔE to the lowest compared entry with this formula, charge and spin   338.0 kJ/mol
Orbital gap   8.79 eV
Largest force on an atom   0.0274 hartree/bohr
HOMO level   -0.3313 hartree
E   -30007.8789 eV
SMILES   C/C=C/C1S(=O)#S1=O
LUMO level   -0.23 eV

***

The following is a quantum chemistry calculation of a structure of composition C4H6O2V, from the Open Molecules 2025 dataset.

Geometry as ORCA input:
```
! wB97M-V def2-TZVPD RIJCOSX def2/J DEFGRID3
* xyz 0 4
O -1.018 1.813 -0.760
C 1.875 0.550 -0.379
V 0.386 1.606 0.527
O 1.597 -0.692 -0.054
C 2.573 -1.730 -0.256
H 2.571 -2.008 -1.316
H 3.554 -1.347 0.052
H 2.264 -2.600 0.337
C -2.289 1.737 -0.694
C -2.763 0.845 0.429
H -2.085 0.794 1.308
H -3.748 1.205 0.767
H -2.918 -0.173 0.038
*
```

## Properties
ΔE to the lowest compared entry with this formula, charge and spin   181.0 kJ/mol
Orbital gap (alpha / beta)   5.95 / 5.94 eV
Largest force on an atom   0.0153 hartree/bohr
HOMO level (alpha / beta)   -0.2534 / -0.2535 hartree
Expectation value of S²   3.8646
E   -34019.4144 eV
LUMO level (alpha / beta)   -0.95 / -0.96 eV

***

The following is a quantum chemistry calculation of a structure of composition C4H6O3S, from the Open Molecules 2025 dataset.

Geometry as ORCA input:
```
! wB97M-V def2-TZVPD RIJCOSX def2/J DEFGRID3
* xyz 0 1
C 0.284 1.695 0.002
C -0.043 0.262 -0.024
C -2.108 -0.890 -0.040
C 2.022 -1.127 -0.191
H -0.611 2.103 0.755
H 0.288 2.079 -0.912
H 1.311 1.944 0.444
H -0.152 -0.167 1.015
H -1.330 -2.022 -0.056
H 2.096 -1.860 -0.933
O -1.351 0.151 -0.444
O 0.804 -0.786 -0.540
O 2.680 -0.824 0.719
S -3.891 -0.559 0.205
*
```

## Properties
ΔE to the lowest compared entry with this formula, charge and spin   420.2 kJ/mol
Orbital gap   8.36 eV
Largest force on an atom   0.1161 hartree/bohr
HOMO level   -0.3361 hartree
E   -21218.6284 eV
LUMO level   -0.78 eV

***

The following is a quantum chemistry calculation of an isolated molecule of C4H6O4, from the Open Molecules 2025 dataset.

Geometry as ORCA input:
```
! wB97M-V def2-TZVPD RIJCOSX def2/J DEFGRID3
* xyz 0 1
C -0.201 0.543 0.134
C 0.945 0.454 -0.837
C 1.151 0.216 0.641
C -1.375 -0.398 0.046
O -0.670 1.863 0.350
O 1.415 -1.076 1.015
O -0.867 -1.563 -0.261
O -2.572 -0.166 0.243
H 1.220 -0.408 -1.509
H 1.150 1.416 -1.270
H 1.731 0.945 1.209
H 1.365 -1.565 0.207
H -1.585 -2.198 -0.369
H -1.707 1.937 0.402
*
```

## Properties
ΔE to the lowest compared entry with this formula, charge and spin   232.6 kJ/mol
Orbital gap   10.21 eV
Largest force on an atom   0.0689 hartree/bohr
HOMO level   -0.3556 hartree
E   -12433.7615 eV
SMILES   O=C(O)[C@]1(O)C[C@@H]1O
LUMO level   0.53 eV

***

The following is a quantum chemistry calculation of the ion C4H6O4P with charge -1, from the Open Molecules 2025 dataset.

Geometry as ORCA input:
```
! wB97M-V def2-TZVPD RIJCOSX def2/J DEFGRID3
* xyz -1 1
C -0.788 -0.979 -0.176
C 0.032 0.106 0.390
C -0.793 -0.971 -1.684
C -0.275 0.511 1.759
O 2.411 0.568 -1.423
O -1.399 -1.832 0.430
O 0.227 1.412 -0.406
O 2.398 1.423 1.017
P 1.743 0.882 -0.171
H -1.661 -0.473 -2.103
H 0.106 -0.409 -1.932
H -0.777 -1.890 -2.170
H -0.595 -0.391 2.363
H -1.246 1.242 1.817
H 0.616 0.801 2.287
*
```

## Properties
ΔE to the lowest compared entry with this formula, charge and spin   208.5 kJ/mol
Orbital gap   8.77 eV
Largest force on an atom   0.0755 hartree/bohr
HOMO level   -0.1801 hartree
E   -21726.6015 eV
SMILES   CC(=O)[C@]1(C)O[P@@]1(=O)[O-]
LUMO level   3.87 eV

***

The following is a quantum chemistry calculation of a structure of composition C4H6O4Rb, from the Open Molecules 2025 dataset.

Geometry as ORCA input:
```
! wB97M-V def2-TZVPD RIJCOSX def2/J DEFGRID3
* xyz -1 1
Rb -0.305 1.872 1.771
C 3.478 1.497 -1.526
C 3.072 0.623 -0.341
O 2.084 0.916 0.426
O 3.622 -0.499 -0.252
H 4.248 2.249 -1.352
H 2.609 1.981 -1.972
H 3.873 0.930 -2.368
C -3.728 -1.230 0.349
C -2.595 -1.619 1.244
O -1.661 -0.731 1.421
O -2.664 -2.629 1.966
H -4.306 -2.137 0.173
H -4.296 -0.560 0.994
H -3.431 -0.662 -0.533
*
```

## Properties
ΔE to the lowest compared entry with this formula, charge and spin   131.3 kJ/mol
Orbital gap   5.95 eV
Largest force on an atom   0.0745 hartree/bohr
HOMO level   -0.1637 hartree
E   -13092.8157 eV
LUMO level   1.50 eV

***

The following is a quantum chemistry calculation of a structure of composition C4H6O4S, from the Open Molecules 2025 dataset.

Geometry as ORCA input:
```
! wB97M-V def2-TZVPD RIJCOSX def2/J DEFGRID3
* xyz 0 1
C -0.575 -0.330 -0.511
C -1.890 -0.181 -0.623
C 0.303 0.611 0.299
C 0.045 0.439 1.826
O 2.570 -1.472 -1.625
O 0.098 -1.377 -0.956
O 1.043 0.301 -2.305
O 1.586 0.083 0.076
S 1.487 -0.645 -1.345
H -2.366 -0.961 -1.110
H -2.455 0.590 -0.209
H 0.265 1.708 0.036
H -0.565 -0.598 1.916
H -0.556 1.275 2.179
H 1.009 0.557 2.354
*
```

## Properties
ΔE to the lowest compared entry with this formula, charge and spin   18.0 kJ/mol
Orbital gap   10.59 eV
Largest force on an atom   0.0983 hartree/bohr
HOMO level   -0.3626 hartree
E   -23268.0844 eV
LUMO level   0.72 eV

***

The following is a quantum chemistry calculation of a structure of composition C4H6O4Tl, from the Open Molecules 2025 dataset.

Geometry as ORCA input:
```
! wB97M-V def2-TZVPD RIJCOSX def2/J DEFGRID3
* xyz 2 2
O -0.442 -0.542 0.334
C -1.296 0.320 -0.122
O -1.114 1.495 0.186
Tl -1.730 3.655 0.661
O -2.150 -0.149 -0.957
C -3.014 0.773 -1.661
H -3.607 1.340 -0.936
H -2.408 1.435 -2.287
H -3.660 0.146 -2.277
C 1.673 -0.617 2.347
H 2.395 -0.056 1.743
H 1.060 -0.071 3.075
C 1.961 -1.855 2.627
O 1.899 -3.070 2.579
H 2.447 -3.567 3.228
*
```

## Properties
Orbital gap (alpha / beta)   10.50 / 8.30 eV
Largest force on an atom   0.0360 hartree/bohr
HOMO level (alpha / beta)   -0.6901 / -0.6911 hartree
Expectation value of S²   0.7547
E   -17107.6314 eV
LUMO level (alpha / beta)   -8.28 / -10.51 eV

***

The following is a quantum chemistry calculation of a structure of composition C4H6O7Rb4S, from the Open Molecules 2025 dataset.

Geometry as ORCA input:
```
! wB97M-V def2-TZVPD RIJCOSX def2/J DEFGRID3
* xyz 2 1
Rb 3.101 -0.365 0.579
Rb 0.832 -1.612 -3.965
Rb 1.364 -3.070 0.399
Rb 1.396 1.546 -2.343
S 1.185 -0.940 -1.376
O 0.107 -0.339 -2.093
O 1.754 -2.051 -2.173
O 2.143 0.138 -1.325
O 0.695 -1.350 -0.026
C -1.860 0.562 -0.334
C -0.976 -0.005 0.768
C 0.196 0.918 1.005
O 0.011 1.228 2.424
C -1.148 0.883 2.888
O -1.509 1.071 4.066
O -1.794 0.137 1.980
H -1.232 0.796 -1.194
H -2.453 1.445 -0.092
H -2.483 -0.222 -0.765
H -0.649 -0.983 0.415
H 0.201 1.823 0.396
H 1.119 0.390 0.765
*
```

## Properties
ΔE to the lowest compared entry with this formula, charge and spin   1507.0 kJ/mol
Orbital gap   8.54 eV
Largest force on an atom   0.3384 hartree/bohr
HOMO level   -0.5564 hartree
E   -32010.2592 eV
LUMO level   -6.60 eV

***

The following is a quantum chemistry calculation of an isolated molecule of C4H6OS, from the Open Molecules 2025 dataset.

Geometry as ORCA input:
```
! wB97M-V def2-TZVPD RIJCOSX def2/J DEFGRID3
* xyz 0 1
C 0.375 0.081 -1.318
C -0.309 -0.168 -0.091
C -0.509 0.725 1.179
C 0.613 -0.413 1.203
H -1.290 -0.394 -2.164
H -0.907 -1.253 -0.107
H -1.497 0.599 1.645
H -0.042 1.743 0.947
H 0.672 -1.472 1.707
H 1.544 -0.001 1.026
O -0.249 -0.389 -2.375
S 1.599 0.942 -1.652
*
```

## Properties
ΔE to the lowest compared entry with this formula, charge and spin   309.6 kJ/mol
Orbital gap   9.21 eV
Largest force on an atom   0.1223 hartree/bohr
HOMO level   -0.3177 hartree
E   -17124.9208 eV
SMILES   OC(=S)C1CC1
LUMO level   0.57 eV

***

The following is a quantum chemistry calculation of an isolated molecule of C4H6OS, from the Open Molecules 2025 dataset.

Geometry as ORCA input:
```
! wB97M-V def2-TZVPD RIJCOSX def2/J DEFGRID3
* xyz 0 1
C -0.544 -0.745 0.069
C 0.647 -0.452 0.500
C -1.818 -0.404 -0.567
C 1.973 0.285 0.346
O 2.502 -0.187 -0.936
S 0.033 -1.953 1.330
H -1.680 0.222 -1.475
H -2.669 -0.272 0.193
H -2.164 -1.283 -1.145
H 1.825 1.309 0.442
H 2.401 0.614 -1.397
H 2.639 0.025 1.226
*
```

## Properties
ΔE to the lowest compared entry with this formula, charge and spin   346.6 kJ/mol
Orbital gap   7.97 eV
Largest force on an atom   0.0788 hartree/bohr
HOMO level   -0.2691 hartree
E   -17124.5372 eV
SMILES   CC1=C(CO)S1
LUMO level   0.65 eV